# 1
One molecule with the formula C22H24N4O6S at a distorted geometry. Source: the OMol25 dataset; level of theory: ωB97M-V with the def2-TZVPD basis set.

Each line ends with the Mulliken charge.
Geometry (Å):
C: 1.8296 2.1231 -0.6074  -0.812
H: 0.9478 1.7050 -1.0996  0.122
O: 1.8601 1.7914 0.7665  -0.306
C: 0.9264 2.3318 1.5822  0.752
C: -0.1641 3.0772 1.1430  -0.300
C: -1.0351 3.6487 2.0523  -0.736
C: -0.8336 3.5069 3.4167  -0.659
C: 0.2283 2.7527 3.8703  -0.767
C: 1.1032 2.1492 2.9687  0.321
C: 2.1518 1.3046 3.4848  0.435
N: 2.5660 1.2213 4.7140  -0.373
N: 3.4745 0.2281 4.7715  -0.711
C: 3.5659 -0.2544 3.5717  0.454
N: 4.3504 -1.3039 3.1767  -0.031
C: 4.1661 -2.1113 2.0726  -0.243
O: 4.9953 -2.9291 1.7594  -0.612
C: 2.8792 -1.8818 1.3509  0.510
C: 2.8961 -1.5228 0.0082  -1.019
C: 1.7100 -1.2171 -0.6358  -1.012
C: 0.5212 -1.2699 0.0650  -0.145
C: 0.4869 -1.6833 1.3830  -0.483
C: 1.6678 -2.0020 2.0280  -0.211
H: 1.6540 -2.3184 3.0615  0.467
H: -0.4638 -1.7173 1.8919  0.593
S: -0.9999 -0.7703 -0.7499  1.986
O: -2.0141 -0.7047 0.2579  -0.784
O: -0.7044 0.4140 -1.5145  -0.576
N: -1.1341 -2.0684 -1.8104  0.264
C: -1.8326 -3.1874 -1.2196  -0.984
H: -1.3376 -3.4266 -0.2799  0.282
H: -2.8795 -2.9485 -1.0181  0.327
H: -1.7653 -4.0435 -1.8898  0.366
C: -1.4675 -1.7281 -3.1709  -1.540
H: -0.8518 -0.8614 -3.4126  0.475
H: -1.1922 -2.5624 -3.8220  0.489
C: -2.9636 -1.3693 -3.3538  0.638
C: -3.1748 -0.3507 -4.4780  -0.952
H: -4.1783 -0.4552 -4.8932  0.349
C: -3.0471 0.9723 -3.7239  -0.318
H: -1.9987 1.2308 -3.5778  -0.018
C: -3.6751 0.6232 -2.3761  -0.452
H: -4.7607 0.7915 -2.3851  0.385
H: -3.2309 1.1684 -1.5416  0.199
O: -3.4403 -0.7620 -2.1684  -0.469
H: -3.5578 1.7957 -4.2178  0.548
H: -2.4463 -0.4656 -5.2777  0.338
H: -3.5390 -2.2911 -3.5092  0.381
H: 1.6950 -0.9119 -1.6697  0.514
H: 3.8404 -1.4616 -0.5110  0.454
H: 5.1326 -1.5187 3.7834  0.301
O: 2.7776 0.3921 2.6940  0.030
H: 0.4065 2.6019 4.9229  0.512
H: -1.5093 3.9702 4.1181  0.411
H: -1.8783 4.2157 1.6874  0.411
H: -0.3468 3.1955 0.0877  0.448
H: 1.8595 3.2080 -0.7480  0.487
H: 2.7305 1.6797 -1.0285  0.261

Computed properties:
* multiplicity: 1
* molar mass: 472.52 g mol⁻¹
* F_max: 1.7 eV/Å
* HOMO: -8.2793 eV

# 2
One molecule with the formula C6H6 at a distorted geometry. Source: the OMol25 dataset; level of theory: ωB97M-V with the def2-TZVPD basis set.

Each line ends with the Mulliken charge.
Geometry (Å):
C: 0.0402 -2.0535 2.2755  0.201
C: 0.0538 -1.0326 1.6359  -0.452
C: 0.0623 0.2177 0.8630  -0.631
C: -0.4974 0.0528 -0.5738  -0.330
C: -0.3955 1.2166 -1.4440  -0.645
C: 0.0400 1.8097 -2.4015  -0.126
H: 0.0349 -2.9648 2.8343  0.397
H: 1.0850 0.6037 0.8055  0.306
H: -0.5028 0.9697 1.4380  0.280
H: 0.1409 -0.4596 -1.3111  0.242
H: -1.4707 -0.4520 -0.5638  0.350
H: 0.1687 2.5398 -3.1545  0.408

Computed properties:
* multiplicity: 1
* molar mass: 78.11 g mol⁻¹
* F_max: 2.0 eV/Å
* HOMO: -9.8916 eV

# 3
C25H25BeN2O5PS as an isolated structure at a distorted geometry. Source: the OMol25 dataset; level of theory: ωB97M-V with the def2-TZVPD basis set.

Each line ends with the Mulliken charge.
Geometry (Å):
Be: -1.2796 0.6253 0.2760  -1.453
O: -0.8361 4.1131 -0.7376  -0.795
C: -0.6501 3.0093 -0.2301  0.459
O: -1.4853 2.0276 -0.3371  -0.629
C: 0.5970 2.8353 0.6600  -0.882
P: 1.2421 1.1074 0.9861  0.849
C: 3.2237 1.7392 0.3629  0.300
C: 3.8534 2.4322 1.4062  -0.291
C: 5.2114 2.7056 1.4290  -0.653
C: 6.0272 2.2456 0.3972  -0.326
C: 5.4533 1.5064 -0.6274  -0.604
C: 4.0818 1.2621 -0.6417  -0.580
C: 1.1197 0.3129 -0.6905  0.694
C: 1.2204 1.0539 -1.8711  -0.476
C: 1.2277 0.4317 -3.1087  -0.779
C: 1.1643 -0.9520 -3.1967  -0.633
C: 1.1005 -1.7064 -2.0350  -0.405
C: 1.0859 -1.0765 -0.7963  -0.638
H: 0.2692 3.2168 1.6319  0.547
H: 1.3806 3.4947 0.2925  0.306
H: 3.2245 2.7644 2.2366  0.117
H: 5.6491 3.2696 2.2506  0.348
H: 7.0934 2.4526 0.4000  0.317
H: 6.0792 1.1301 -1.4351  0.342
H: 3.6706 0.6920 -1.4707  0.054
H: 1.3060 2.1310 -1.8230  0.380
H: 1.2756 1.0358 -4.0078  0.378
H: 1.1653 -1.4386 -4.1664  0.332
H: 1.0682 -2.7903 -2.0952  0.392
H: 1.0353 -1.6622 0.1139  0.227
O: -1.6860 -2.5788 0.6151  -0.659
C: -2.2715 -1.9273 -0.2319  0.728
N: -2.2678 -0.5671 -0.3382  0.907
S: -3.2692 -0.0229 -1.5234  0.950
O: -2.5941 0.5242 -2.6637  -0.621
O: -4.3697 0.7279 -0.9778  -0.726
C: -3.8452 -1.6496 -2.0110  0.154
C: -4.7428 -2.0488 -2.9756  -0.680
C: -4.8979 -3.4112 -3.2079  -0.452
C: -4.1365 -4.3387 -2.4973  -0.508
C: -3.2549 -3.9250 -1.5135  -0.524
C: -3.1319 -2.5662 -1.2613  -0.164
H: -5.3095 -1.3160 -3.5368  0.431
H: -5.5956 -3.7523 -3.9627  0.363
H: -4.2391 -5.3917 -2.7321  0.370
H: -2.6592 -4.6249 -0.9416  0.474
C: 0.4359 -1.1562 3.1770  -1.561
C: -0.4791 0.0601 2.9383  1.771
C: -1.9314 -0.3614 3.1810  -1.713
C: -0.0921 1.1772 3.9266  -1.792
N: -0.3756 0.5458 1.5787  1.465
H: 0.3716 -1.5201 4.2107  0.504
H: 1.4655 -0.8687 2.9592  0.302
H: 0.1386 -1.9517 2.4910  0.111
H: -2.0892 -0.7114 4.2086  0.454
H: -2.1785 -1.1615 2.4821  0.172
H: -2.5954 0.4815 2.9733  0.324
H: -0.1335 0.8349 4.9684  0.493
H: -0.7648 2.0290 3.7988  0.245
H: 0.9246 1.5023 3.6935  0.288

Computed properties:
* charge: -2
* multiplicity: 1
* molar mass: 505.54 g mol⁻¹
* F_max: 1.9 eV/Å
* HOMO: 0.3448 eV

# 4
A 4-piece molecular cluster, C14H41N3O3Si overall. Source: the OMol25 dataset; level of theory: ωB97M-V with the def2-TZVPD basis set.

Each line ends with the Mulliken charge.
Geometry (Å):
C: 8.4788 5.3948 3.0977  -0.819
C: 7.5200 6.6040 3.0715  -0.628
Si: 5.7074 6.2096 2.7407  0.478
H: 9.3121 5.5372 2.4098  0.277
H: 7.9879 4.4608 2.8143  0.153
H: 8.9066 5.2428 4.0881  0.275
H: 7.8491 7.3277 2.3234  0.357
H: 7.5693 7.1211 4.0322  0.360
H: 5.2437 6.8749 1.4998  -0.131
H: 4.8647 6.6616 3.8778  -0.142
H: 5.5131 4.7526 2.5925  -0.185
C: 4.3512 1.4557 2.0645  -1.317
C: 3.2056 2.4246 2.3296  0.521
C: 1.8496 1.7484 2.5432  -1.024
O: 1.2700 1.2179 1.3677  -0.182
C: 1.6755 -0.0901 1.0219  -0.712
N: 3.1824 3.4350 1.2728  -0.608
H: 4.2988 1.0499 1.0532  0.279
H: 5.3034 1.9767 2.1562  0.222
H: 4.3405 0.6224 2.7692  0.355
H: 3.4255 2.9503 3.2657  0.386
H: 1.1422 2.4991 2.9040  0.341
H: 1.9269 0.9631 3.3074  0.434
H: 1.8628 -0.6946 1.9151  0.343
H: 2.5748 -0.0926 0.4002  0.253
H: 0.8636 -0.5436 0.4539  0.194
H: 2.5156 4.1640 1.5047  0.272
H: 2.8268 3.0069 0.4228  0.255
C: -1.4115 0.8859 -0.8486  -1.526
C: -2.5373 -0.0963 -0.5492  0.653
C: -3.0206 -0.8990 -1.7598  -0.541
O: -3.7964 -0.1613 -2.6859  -0.423
C: -3.0695 0.5643 -3.6529  -0.637
N: -3.6246 0.6088 0.1316  -0.735
H: -1.7806 1.7678 -1.3744  0.270
H: -0.9495 1.2283 0.0762  0.299
H: -0.6380 0.4238 -1.4667  0.326
H: -2.1521 -0.8401 0.1580  0.321
H: -3.6643 -1.7040 -1.3996  0.164
H: -2.1662 -1.3595 -2.2786  0.419
H: -2.1829 0.0082 -3.9772  0.307
H: -2.7491 1.5444 -3.2896  0.214
H: -3.7255 0.7095 -4.5105  0.275
H: -4.3187 -0.0597 0.4487  0.291
H: -4.1021 1.1913 -0.5497  0.303
C: -4.0241 -4.5417 -3.1035  -1.325
C: -3.8205 -5.0461 -1.6809  0.430
C: -4.2099 -6.5126 -1.4811  -0.806
O: -5.6024 -6.7488 -1.4948  -0.369
C: -6.1710 -6.9907 -2.7653  -0.619
N: -4.5065 -4.1468 -0.7502  -0.553
H: -5.0801 -4.3660 -3.3135  0.310
H: -3.5065 -3.5933 -3.2430  0.192
H: -3.6431 -5.2554 -3.8361  0.377
H: -2.7501 -4.9881 -1.4544  0.322
H: -3.8660 -6.8320 -0.4939  0.361
H: -3.7166 -7.1449 -2.2319  0.414
H: -5.4955 -7.5841 -3.3904  0.299
H: -6.4161 -6.0675 -3.2964  0.221
H: -7.0884 -7.5551 -2.6060  0.250
H: -4.2764 -4.4057 0.2041  0.258
H: -5.5056 -4.3137 -0.8344  0.248

Computed properties:
* multiplicity: 1
* molar mass: 327.59 g mol⁻¹
* F_max: 0.2 eV/Å
* HOMO: -8.8709 eV